(1)
This record from the Open Molecules 2025 dataset describes a molecular structure, C5H7N. The level of theory is ωB97M-V/def2-TZVPD.

```
! RIJCOSX wB97M-V def2-TZVPD def2/J DEFGRID3
* xyz 0 1
N 1.26 -0.97 0.03
C 0.12 -1.20 -0.82
C -0.29 0.56 1.44
C 0.95 0.19 -0.69
C -0.97 -0.33 -0.54
C -0.27 0.88 -0.02
H -1.28 0.58 1.90
H 0.11 -2.06 -1.48
H 1.57 0.61 -1.48
H 0.48 0.99 2.07
H -1.94 -0.40 -1.02
H -0.48 1.87 -0.43
H 0.74 -0.72 1.04
*
```

Output
HOMO (spin up / spin down) (eV): -7.11 / -7.11
Orbital gap (spin up / spin down) (eV): 7.15 / 7.15
Energy above the lowest of the compared OMol25 structures with the same formula, charge and spin (kJ/mol): 608.9

(2)
This record from the Open Molecules 2025 dataset describes C23H24N2O4S2 in the gas phase in a non-equilibrium geometry. The level of theory is ωB97M-V/def2-TZVPD.

```
! RIJCOSX wB97M-V def2-TZVPD def2/J DEFGRID3
* xyz 0 1
S -2.17 -2.18 0.02
S -0.17 -4.35 -0.47
O -0.24 2.92 -0.54
O 0.25 0.29 -0.98
O 0.33 -0.14 2.04
O -6.85 -0.55 -0.60
N 2.31 0.83 -0.26
N 0.26 -2.08 0.83
C 1.44 0.00 -0.85
C 3.70 0.56 -0.16
C -5.84 0.28 -0.23
C 4.27 0.35 1.09
C -3.63 0.81 0.58
C 1.94 -1.34 -1.36
C -5.15 2.58 0.00
C 5.86 0.32 -1.18
C -2.32 0.42 1.04
C -3.92 2.17 0.47
C -0.57 -2.90 0.14
C 2.47 -2.31 -0.30
C -6.11 1.65 -0.35
C 5.63 0.11 1.20
C 1.15 3.05 -0.51
C -6.63 -1.94 -0.53
C 6.42 0.09 0.06
C -1.67 -0.75 0.88
C 4.50 0.56 -1.29
C -4.60 -0.13 0.23
C 1.67 -2.35 1.01
C -0.29 -0.91 1.33
C 1.84 2.04 0.42
H -1.75 1.20 1.54
H -0.42 1.99 -0.77
H 1.35 4.07 -0.15
H 3.65 0.37 1.97
H 6.07 -0.06 2.17
H 3.50 -2.06 -0.04
H 1.08 -1.80 -1.87
H 2.02 -1.58 1.70
H -5.37 3.63 -0.09
H -4.38 -1.18 0.34
H 1.58 2.96 -1.52
H 7.48 -0.10 0.15
H 1.12 1.76 1.20
H 2.47 -3.30 -0.75
H 6.47 0.31 -2.07
H -3.16 2.90 0.73
H 2.72 -1.18 -2.11
H -6.45 -2.27 0.50
H 2.71 2.50 0.89
H -7.55 -2.40 -0.89
H 1.78 -3.33 1.48
H -5.80 -2.25 -1.17
H 4.06 0.76 -2.26
H -7.08 1.95 -0.71
*
```

Output
HOMO (eV): -8.13
Orbital gap (eV): 7.49
Structure (SMILES): COc1cccc(/C=C2\SC(=S)N(CCCC(=O)N(CCO)c3ccccc3)C2=O)c1
Energy above the lowest of the compared OMol25 structures with the same formula, charge and spin (kJ/mol): 0.0

(3)
This record from the Open Molecules 2025 dataset describes 23 unconnected molecules or ions with the total composition C6H60NO24 in a non-equilibrium geometry. The level of theory is ωB97M-V/def2-TZVPD.

```
! RIJCOSX wB97M-V def2-TZVPD def2/J DEFGRID3
* xyz 1 1
O 3.50 -0.15 -3.51
O 0.01 2.84 -1.89
O 1.62 -1.89 -2.32
O 3.69 -2.07 2.67
O 3.89 -4.69 1.90
O -3.88 1.18 0.79
O -3.37 3.76 -4.79
O -3.15 2.64 -1.88
O -3.54 -3.30 1.29
O -0.56 -2.14 2.88
O 2.82 5.07 -1.83
O 3.02 -0.95 0.34
O 0.84 4.36 -6.49
O -0.37 3.90 0.53
O -1.09 -1.84 7.22
O 1.52 -2.75 6.93
O -2.19 -1.89 -2.20
O 3.34 5.08 -5.53
O 1.68 0.60 5.09
O -0.84 5.92 -5.08
O -2.78 -2.77 5.00
O 1.12 -5.94 2.38
O -3.49 0.93 -4.07
O -0.24 -6.00 4.95
N -0.33 -0.57 -0.46
C 0.39 -2.48 3.86
C 0.05 1.44 -1.95
C -0.19 0.88 -0.44
C 0.13 -1.80 1.64
C -0.08 3.44 -3.17
C -0.88 -1.13 0.78
H -3.26 -1.96 4.58
H 1.99 0.62 5.97
H -3.48 2.03 -1.22
H -0.70 6.85 -4.74
H 2.35 5.17 -5.69
H 3.65 4.86 -6.42
H 3.03 -1.55 -0.33
H 0.33 -1.18 -0.86
H 0.42 4.29 0.67
H -0.41 -6.94 4.71
H 0.38 3.45 -6.43
H -3.92 -2.99 2.18
H -1.61 5.71 -5.65
H -1.00 3.31 -3.51
H 2.57 4.20 -2.03
H 1.21 -2.97 3.31
H 3.71 5.18 -1.72
H -1.55 -0.36 1.33
H 3.17 -0.19 -0.16
H 4.73 -4.67 1.62
H 2.22 -1.38 -2.83
H 3.77 -1.63 1.88
H 2.50 0.59 4.58
H -1.63 -2.12 6.41
H -2.20 -2.75 -2.68
H -1.11 -0.70 -0.99
H -0.16 4.39 -2.79
H 0.25 4.98 -5.73
H -0.87 0.78 -2.38
H 1.03 0.95 -2.27
H 0.65 -2.32 6.82
H 0.78 3.33 -3.99
H 0.84 -1.59 4.49
H -2.97 4.12 -5.49
H -1.01 -5.50 4.77
H -2.94 0.38 -4.61
H 0.97 -1.21 1.93
H -4.56 1.78 0.34
H -2.13 -2.71 4.37
H -3.39 2.20 -2.76
H -4.22 4.12 -5.12
H -1.50 -1.91 8.14
H 0.05 -3.27 4.54
H -3.21 1.76 -4.52
H 0.56 -2.69 1.27
H 1.38 -2.50 -2.96
H -4.03 0.30 0.87
H -0.96 1.45 -0.04
H 3.00 0.23 -4.29
H -2.98 -2.04 -1.73
H 3.43 0.55 -2.98
H -1.55 -1.91 0.68
H 3.63 -1.26 3.22
H -4.04 -2.75 0.62
H 1.89 -5.57 1.98
H 0.58 1.01 0.30
H 1.23 -3.56 7.43
H -0.28 3.67 -0.37
H 1.07 -5.85 3.39
H 3.66 -3.91 2.28
*
```

Output
HOMO (eV): -11.99
Orbital gap (eV): 9.04
Energy above the lowest of the compared OMol25 structures with the same formula, charge and spin (kJ/mol): 18.9

(4)
This record from the Open Molecules 2025 dataset describes a molecular structure, C41H36FeGeN2OPS in a non-equilibrium geometry. The level of theory is ωB97M-V/def2-TZVPD.

```
! RIJCOSX wB97M-V def2-TZVPD def2/J DEFGRID3
* xyz 2 6
Ge 0.16 2.27 3.44
Fe 1.70 -0.50 1.67
S 3.13 0.50 0.23
P 0.70 -2.34 1.10
O -0.19 2.40 5.21
N 1.41 0.78 -1.85
N 0.27 0.61 2.67
C 1.61 3.26 2.74
C -0.26 -3.36 -2.77
C 2.92 -3.14 2.35
C 1.85 -3.62 1.57
C -1.25 -3.64 2.44
C -1.64 2.91 1.25
C 2.34 1.18 -4.12
C -1.06 5.56 -2.88
C 2.71 0.74 -1.43
C -0.45 -1.65 3.55
C 0.30 -0.40 3.57
C -2.89 2.74 3.31
C -2.81 2.72 0.52
C -1.76 -3.25 4.75
C 3.78 1.05 -2.28
C 3.00 -5.75 1.32
C -0.47 2.76 -3.34
C -1.96 1.44 -5.38
C 3.97 -3.99 2.61
C -1.07 -2.08 4.75
C -0.12 1.42 -3.75
C -1.40 3.51 -4.20
C -0.49 -2.52 2.41
C -0.92 0.78 -4.65
C -1.95 -3.99 3.54
C -1.57 -2.90 -2.86
C -0.12 -2.73 -0.42
C -2.11 -2.36 -1.74
C -2.14 2.80 -5.16
C 4.03 -5.30 2.11
C 1.90 -4.91 1.04
C 0.47 -3.23 -1.59
C -4.07 2.62 2.55
C -0.05 3.43 -2.14
C 3.63 1.24 -3.67
C 1.18 0.75 -3.32
C -1.67 2.74 2.64
C -1.62 4.90 -3.98
C -0.36 4.77 -1.93
C -1.50 -2.43 -0.50
C -4.03 2.48 1.16
H 2.82 -2.11 2.77
H -2.20 5.46 -4.75
H -2.96 2.65 4.38
H -0.72 -0.26 -4.91
H -2.60 0.99 -6.12
H 1.42 4.33 2.70
H 0.57 2.90 -1.43
H -5.00 2.32 0.63
H -1.15 6.63 -2.78
H 1.84 2.89 1.73
H -2.08 -2.35 0.39
H 4.84 -3.61 3.18
H -1.19 -4.26 1.54
H -5.05 2.64 3.07
H 0.78 0.17 -1.27
H 0.73 -0.22 4.62
H 4.51 1.45 -4.29
H -2.86 3.30 -5.75
H -3.03 -1.78 -1.82
H -0.72 3.26 0.68
H -2.09 -3.63 5.72
H 2.97 -6.78 0.91
H 2.12 1.32 -5.20
H 0.13 5.28 -1.11
H 1.49 -3.54 -1.48
H -2.57 -4.89 3.48
H 0.16 -3.84 -3.67
H 4.71 1.08 -1.68
H -2.12 -3.02 -3.80
H 2.50 3.07 3.36
H 4.90 -5.89 2.38
H -2.82 2.80 -0.57
H 0.40 2.52 6.00
H 0.95 -0.30 -3.52
H -0.98 -1.53 5.66
H 1.17 -5.35 0.38
*
```

Output
HOMO (spin up / spin down) (eV): -12.57 / -12.56
Orbital gap (spin up / spin down) (eV): 6.09 / 4.98
Energy above the lowest of the compared OMol25 structures with the same formula, charge and spin (kJ/mol): 0.0

(5)
This record from the Open Molecules 2025 dataset describes C5H6S in the gas phase in a non-equilibrium geometry. The level of theory is ωB97M-V/def2-TZVPD.

```
! RIJCOSX wB97M-V def2-TZVPD def2/J DEFGRID3
* xyz 0 1
S -2.39 -0.09 -0.09
C -1.02 1.11 -0.09
C 0.14 0.03 0.42
C 1.49 -0.01 -0.10
C 2.72 0.01 -0.10
C -0.84 -1.10 -0.04
H -1.30 1.87 0.71
H -1.05 1.67 -1.14
H 0.05 0.21 1.45
H 3.75 -0.11 -0.56
H -0.58 -1.48 -0.97
H -0.99 -2.11 0.51
*
```

Output
HOMO (eV): -8.61
Orbital gap (eV): 9.35
Structure (SMILES): C#CC1CSC1
Energy above the lowest of the compared OMol25 structures with the same formula, charge and spin (kJ/mol): 282.5

(6)
This record from the Open Molecules 2025 dataset describes a molecular structure, C37H54MnN6OSeSi4Te. The level of theory is ωB97M-V/def2-TZVPD.

```
! RIJCOSX wB97M-V def2-TZVPD def2/J DEFGRID3
* xyz 0 6
Te -0.69 1.30 -1.51
Se 6.60 -3.56 0.94
Mn 0.23 0.25 3.01
Si -1.30 2.87 -4.86
Si 1.49 0.24 -4.63
Si -0.70 0.78 -3.96
Si -2.33 -0.84 -4.38
O -5.87 -3.18 2.78
N 0.93 -1.05 1.55
N 5.98 -3.05 2.55
N 1.80 -1.10 4.09
N -4.56 -4.91 3.42
N -1.43 -0.95 3.15
N 5.06 -3.14 0.11
C -3.58 -2.70 3.13
C -4.78 -3.61 3.08
C -1.81 2.81 2.26
C -3.61 -1.54 2.38
C 0.90 -2.11 -0.61
C -1.77 2.63 -6.67
C -4.01 -0.18 -3.87
C 1.87 -1.57 -4.30
C 3.35 -1.85 5.77
C 0.89 1.84 4.66
C 2.17 -1.60 1.79
C 2.25 -2.49 -0.46
C 2.16 -1.27 5.35
C -2.77 3.59 -3.93
C -1.63 1.77 5.26
C 2.88 -2.24 0.73
C 3.14 2.10 3.41
C -1.95 -2.39 -3.39
C 1.20 3.07 1.16
C 3.90 -2.16 3.47
C 2.64 -1.59 3.11
C 2.71 1.32 -3.71
C 0.76 2.45 2.45
C 1.60 0.55 -6.49
C -1.40 -2.07 3.88
C 0.15 4.05 -4.73
C -2.34 -1.26 -6.22
C 4.25 -2.68 1.01
C -2.45 -2.96 3.91
C -0.56 2.36 2.95
C 4.76 -2.63 2.38
C 1.43 1.71 6.05
C 1.65 2.08 3.50
C -0.48 1.91 4.31
C -2.51 -0.70 2.40
C 0.32 -1.38 0.40
C 4.25 -2.27 4.79
H 0.82 0.03 -7.03
H 0.77 1.14 6.71
H -3.02 4.57 -4.34
H -1.79 3.60 -7.18
H -2.76 2.19 -6.76
H -1.47 0.97 5.98
H 0.33 -2.35 -1.50
H -5.33 -5.54 3.30
H -1.97 3.88 2.38
H 1.88 2.44 0.59
H 1.80 -1.79 -3.23
H -3.63 -5.29 3.41
H -1.80 2.69 5.83
H 2.51 2.38 -3.85
H 1.44 -0.92 6.09
H 2.89 -1.80 -4.62
H -2.62 -3.20 -3.68
H 3.56 -1.96 6.83
H -4.37 0.58 -4.56
H -3.08 -2.04 -6.42
H 1.19 -2.23 -4.84
H -0.70 -1.03 0.29
H 3.59 1.30 4.01
H -4.75 -0.99 -3.86
H 1.71 4.02 1.37
H -2.56 3.71 -2.87
H 0.35 3.30 0.51
H -0.92 -2.73 -3.53
H -1.37 -1.64 -6.55
H 2.67 1.11 -2.64
H 0.50 4.14 -3.70
H -0.49 -2.23 4.45
H -1.06 1.99 -7.20
H -2.59 -0.39 -6.83
H -1.80 2.60 1.18
H -2.38 -3.84 4.54
H -2.49 0.21 1.81
H 1.54 2.70 6.50
H 3.56 3.04 3.77
H 0.99 3.73 -5.34
H 3.73 1.11 -4.05
H -4.47 -1.31 1.77
H -3.65 2.95 -4.02
H -3.97 0.26 -2.87
H 3.48 1.97 2.38
H 2.78 -3.01 -1.25
H 5.20 -2.71 5.05
H 2.56 0.20 -6.87
H -2.56 1.55 4.73
H 1.52 1.61 -6.72
H 2.42 1.24 6.07
H -2.10 -2.21 -2.32
H -0.15 5.04 -5.07
H -2.70 2.32 2.67
*
```

Output
HOMO (spin up / spin down) (eV): -4.91 / -6.88
Orbital gap (spin up / spin down) (eV): 4.50 / 5.05